An isolated molecule of C2H6N2O2 at a distorted geometry, computed with ωB97M-V/def2-TZVPD.

The geometry in XYZ format:
```
12
Properties=species:S:1:pos:R:3
H 0.27888 2.23574 0.76224
H 1.71741 -1.26836 -0.85158
N 0.22977 -0.33345 0.45049
O -0.10849 -1.54562 -1.52263
H 0.66433 -2.43798 0.21919
H -1.23116 1.29668 1.34860
N -0.26352 0.55645 -0.21987
O 0.42564 -0.37503 1.66705
H -0.39857 -0.56446 -1.58164
C 0.70225 -1.49681 -0.40352
H -1.31488 2.24742 -0.31971
C -0.70166 1.68542 0.45137
```

Structure (SMILES) ... C/N=[N+](\[O-])CO
Relative energy (zero: lowest compared OMol25 entry of this formula, charge and spin) ... 96.3 kcal per mole
2S+1 ... 1

***

An isolated molecule of C9H16NOP at a distorted geometry, computed with ωB97M-V/def2-TZVPD.

The geometry in XYZ format:
```
28
Properties=species:S:1:pos:R:3
C 1.69038 0.16696 -0.45442
H -3.34071 3.12473 -1.28310
H 2.99596 1.35441 1.82703
C -0.78195 0.91159 -0.15770
C 0.64026 0.88489 0.02057
H 5.00266 -0.32945 -0.42660
H 1.56593 -0.57449 -1.29402
C -1.52204 -1.63292 1.42094
H 3.20678 2.51295 0.50521
H 0.98642 1.73350 0.57515
O -1.46083 -0.16589 -0.49108
N 3.96051 -0.39729 -0.60110
C -0.95586 -1.41610 0.02849
H -2.58735 -1.51282 1.30301
C 3.11489 0.37621 -0.06379
H -1.77214 -2.15676 -1.79969
H -1.28034 -2.62434 1.83436
P -1.58362 2.40506 -0.04221
H 4.44752 1.30924 0.93207
H -0.59276 -3.20113 -1.06052
H -2.12933 -3.24815 -0.53722
H -4.14068 2.38811 -0.12763
C 3.39482 1.43950 0.90016
C -3.25270 2.18086 -0.70973
H 0.20056 -1.40331 0.02349
H -3.32503 1.29624 -1.47151
C -1.36140 -2.54160 -0.93063
H -1.11993 -0.88000 2.08047
```

Structure (SMILES) ... [H]/N=C(C)/C=C/C(OC(C)C)=P/C
Relative energy (zero: lowest compared OMol25 entry of this formula, charge and spin) ... 0.0 kcal per mole
2S+1 ... 1

***

Number 1: M 90.08 g/mol, electronic energy -9243.1430 eV, E_LUMO 0.772 eV. Number 2: M 185.21 g/mol, electronic energy -22415.3779 eV, E_LUMO -0.205 eV.